Density functional theory data (ωB97M-V with the def2-TZVPD basis set) for C47H38AsN3O14SW as an isolated structure in a non-equilibrium geometry.

Geometry as ORCA input:
```
! RIJCOSX wB97M-V def2-TZVPD def2/J DEFGRID3
* xyz -2 3
W 0.299 -0.350 0.521
O 0.178 0.319 5.327
As 0.242 -0.650 3.113
O 1.156 0.406 2.209
O -0.996 -0.922 1.994
C 1.713 -2.153 3.523
C 1.903 -2.503 4.853
C 2.900 -3.411 5.187
C 3.730 -3.937 4.196
C 3.549 -3.571 2.876
C 2.532 -2.688 2.540
S 2.070 -2.336 0.847
O 0.608 -2.354 0.987
O 2.726 -3.322 0.044
O 2.418 -0.930 0.619
H 0.221 1.230 5.014
H 1.259 -2.032 5.587
H 3.040 -3.706 6.218
H 4.507 -4.641 4.459
H 4.169 -3.952 2.079
C -5.747 1.181 1.745
C -5.329 0.657 0.361
C -6.551 0.438 -0.539
O -4.650 -0.562 0.497
C -3.256 -0.295 0.490
C -3.126 1.029 -0.262
O -4.448 1.557 -0.278
C -2.061 2.001 0.362
O -0.950 1.262 0.739
C -1.738 3.037 -0.725
C -2.699 3.436 -1.651
C -2.372 4.296 -2.684
C -1.079 4.773 -2.815
C -0.126 4.401 -1.883
C -0.452 3.547 -0.842
C -2.617 2.732 1.596
C -3.591 3.723 1.518
C -4.036 4.367 2.663
C -3.493 4.061 3.900
C -2.504 3.096 3.984
C -2.080 2.434 2.844
C -2.467 -1.450 -0.196
O -1.178 -1.000 -0.468
C -3.156 -1.834 -1.500
C -4.355 -2.534 -1.516
C -4.944 -2.859 -2.726
C -4.328 -2.519 -3.919
C -3.119 -1.845 -3.905
C -2.546 -1.489 -2.699
C -2.421 -2.671 0.720
C -3.171 -2.781 1.886
C -2.966 -3.831 2.760
C -2.033 -4.810 2.463
C -1.354 -4.759 1.258
C -1.553 -3.704 0.384
H -6.426 0.463 2.197
H -6.238 2.145 1.651
H -4.866 1.285 2.373
H -7.205 -0.303 -0.091
H -6.209 0.073 -1.503
H -7.089 1.372 -0.668
H -2.884 -0.171 1.517
H -2.806 0.828 -1.297
H -3.711 3.068 -1.585
H -3.130 4.567 -3.408
H -0.820 5.426 -3.640
H 0.888 4.764 -1.978
H 0.300 3.237 -0.129
H -4.008 3.996 0.560
H -4.802 5.133 2.586
H -3.835 4.576 4.790
H -2.043 2.858 4.930
H -1.298 1.682 2.917
H -4.826 -2.807 -0.583
H -5.886 -3.393 -2.739
H -4.784 -2.794 -4.861
H -2.619 -1.599 -4.832
H -1.609 -0.950 -2.650
H -3.904 -2.030 2.131
H -3.513 -3.862 3.694
H -1.829 -5.600 3.174
H -0.627 -5.518 1.000
H -0.992 -3.655 -0.538
O 0.805 0.698 -1.025
N 1.458 1.369 -0.005
C 2.806 1.488 -0.129
C 3.641 1.049 -1.156
N 4.430 0.763 -1.956
C 3.508 2.156 0.877
N 4.160 2.744 1.633
O 1.888 0.066 -3.413
C 1.954 -1.090 -4.070
C 2.470 -1.024 -5.374
C 2.544 -2.141 -6.175
C 2.107 -3.367 -5.695
C 1.599 -3.444 -4.413
C 1.515 -2.331 -3.582
C 0.941 -2.553 -2.202
O 0.358 -3.613 -1.996
O 1.114 -1.619 -1.329
H 1.560 -0.035 -2.487
H 2.804 -0.060 -5.730
H 2.941 -2.054 -7.180
H 2.166 -4.249 -6.321
H 1.238 -4.380 -4.011
*
```

Properties
LUMO (spin up / spin down) = 0.1511 / 0.1262 Ha
expectation value of S² = 2.031
E_HOMO (spin up / spin down) = -2.38 / -3.67 eV
orbital gap (spin up / spin down) = 6.49 / 7.10 eV

Atomic partial charges in e from the Mulliken method, atoms 1 to 99: atom 1 (W): 1.67, atom 2 (O): -0.74, atom 3 (As): 0.23, atom 4 (O): -0.81, atom 5 (O): -0.17, atom 6 (C): -0.06, atom 7 (C): -0.76, atom 8 (C): -0.55, atom 9 (C): -0.65, atom 10 (C): -0.58, atom 11 (C): -0.11, atom 12 (S): 1.63, atom 13 (O): -0.43, atom 14 (O): -0.80, atom 15 (O): -0.55, atom 16 (H): 0.22, atom 17 (H): 0.43, atom 18 (H): 0.38, atom 19 (H): 0.37, atom 20 (H): 0.52, atom 21 (C): -1.77, atom 22 (C): 1.47, atom 23 (C): -1.90, atom 24 (O): -0.27, atom 25 (C): -0.51, atom 26 (C): -0.75, atom 27 (O): -0.38, atom 28 (C): 1.93, atom 29 (O): -0.32, atom 30 (C): 0.42, atom 31 (C): -0.25, atom 32 (C): -1.09, atom 33 (C): -0.75, atom 34 (C): -0.85, atom 35 (C): -0.70, atom 36 (C): -0.26, atom 37 (C): 0.05, atom 38 (C): -0.79, atom 39 (C): -0.65, atom 40 (C): -0.72, atom 41 (C): -0.33, atom 42 (C): 0.47, atom 43 (O): 1.76, atom 44 (C): 0.78, atom 45 (C): 0.07, atom 46 (C): -0.96, atom 47 (C): -0.68, atom 48 (C): -1.25, atom 49 (C): -0.11, atom 50 (C): 0.27, atom 51 (C): -0.07, atom 52 (C): -0.80, atom 53 (C): -0.81, atom 54 (C): -0.57, atom 55 (C): -0.96, atom 56 (H): 0.43, atom 57 (H): 0.39, atom 58 (H): 0.31, atom 59 (H): 0.38, atom 60 (H): 0.46, atom 61 (H): 0.34, atom 62 (H): 0.76, atom 63 (H): 0.79, atom 64 (H): 0.46, atom 65 (H): 0.44, atom 66 (H): 0.36, atom 67 (H): 0.43, atom 68 (H): 0.65, atom 69 (H): 0.36, atom 70 (H): 0.40, atom 71 (H): 0.38, atom 72 (H): 0.43, atom 73 (H): -0.04, atom 74 (H): 0.44, atom 75 (H): 0.41, atom 76 (H): 0.39, atom 77 (H): 0.50, atom 78 (H): 0.45, atom 79 (H): 0.35, atom 80 (H): 0.41, atom 81 (H): 0.35, atom 82 (H): 0.47, atom 83 (H): 0.61, atom 84 (O): -0.93, atom 85 (N): -0.39, atom 86 (C): 1.21, atom 87 (C): 0.31, atom 88 (N): -0.75, atom 89 (C): -0.36, atom 90 (N): -0.77, atom 91 (O): -0.63, atom 92 (C): 0.74, atom 93 (C): -0.64, atom 94 (C): -0.31, atom 95 (C): -0.75, atom 96 (C): -0.70, atom 97 (C): -0.03, atom 98 (C): 0.02, atom 99 (O): -0.81

Density functional theory data (ωB97M-V with the def2-TZVPD basis set) for C15H35BrClI2InO9P3 as an isolated structure in a non-equilibrium geometry.

Geometry as ORCA input:
```
! RIJCOSX wB97M-V def2-TZVPD def2/J DEFGRID3
* xyz -1 1
C 3.996 -0.536 0.177
C 2.711 -1.331 0.484
I 2.509 -2.383 2.345
C 1.726 -1.393 -0.393
I 1.913 -0.324 -2.266
In -0.166 -2.586 -0.064
Cl -0.734 -3.586 -2.287
P -2.174 -1.158 0.557
O -3.476 -1.985 -0.144
Br -2.587 -1.351 2.800
H 4.747 -0.632 0.973
H 3.768 0.518 -0.042
H 4.382 -0.956 -0.769
H 0.082 -3.958 1.027
H -3.147 -2.564 -0.853
O -5.246 -0.812 -5.493
P -4.041 -1.368 -6.188
O -2.896 -0.272 -5.822
C -2.395 -0.238 -4.476
C -1.307 -1.274 -4.269
O -4.403 -0.882 -7.728
C -5.759 -0.777 -8.152
C -6.175 0.678 -8.216
O -2.904 -2.399 -6.828
C -3.360 -3.698 -7.261
C -3.506 -3.732 -8.770
H -3.212 -0.386 -3.763
H -1.992 0.763 -4.313
H -1.711 -2.281 -4.348
H -0.852 -1.165 -3.291
H -0.533 -1.176 -5.034
H -6.423 -1.351 -7.505
H -5.822 -1.217 -9.153
H -6.076 1.158 -7.242
H -7.211 0.772 -8.549
H -5.533 1.225 -8.908
H -4.300 -3.964 -6.771
H -2.606 -4.421 -6.947
H -4.377 -3.163 -9.092
H -3.630 -4.759 -9.120
H -2.634 -3.292 -9.254
O 4.071 2.911 4.912
P 3.422 2.272 6.102
O 1.850 2.276 5.678
C 1.418 1.365 4.657
C 1.137 -0.009 5.232
O 3.432 3.577 7.116
C 4.471 4.550 7.033
C 3.956 5.807 6.363
O 3.104 1.307 7.419
C 4.234 0.852 8.192
C 4.374 1.671 9.460
H 2.164 1.307 3.860
H 0.506 1.779 4.227
H 2.057 -0.475 5.595
H 0.698 -0.661 4.476
H 0.455 0.059 6.082
H 5.345 4.155 6.514
H 4.780 4.785 8.056
H 3.594 5.596 5.357
H 4.741 6.564 6.301
H 3.115 6.218 6.925
H 5.152 0.890 7.599
H 4.048 -0.193 8.447
H 4.746 2.671 9.241
H 5.077 1.197 10.148
H 3.409 1.785 9.956
*
```

Properties
LUMO = 0.0426 Ha
E_HOMO = -4.67 eV
orbital gap = 5.83 eV

Listed below, in e, are the Mulliken charges computed for each atom: atom 1 (C): -1.35, atom 2 (C): 0.33, atom 3 (I): -0.02, atom 4 (C): -0.28, atom 5 (I): -0.06, atom 6 (In): 0.50, atom 7 (Cl): -0.57, atom 8 (P): 0.26, atom 9 (O): -0.49, atom 10 (Br): -0.35, atom 11 (H): 0.32, atom 12 (H): 0.35, atom 13 (H): 0.39, atom 14 (H): -0.28, atom 15 (H): 0.29, atom 16 (O): -0.74, atom 17 (P): 1.17, atom 18 (O): -0.31, atom 19 (C): -0.46, atom 20 (C): -0.35, atom 21 (O): -0.38, atom 22 (C): -0.29, atom 23 (C): -1.22, atom 24 (O): -0.27, atom 25 (C): -0.39, atom 26 (C): -0.88, atom 27 (H): 0.31, atom 28 (H): 0.28, atom 29 (H): 0.18, atom 30 (H): -0.08, atom 31 (H): 0.29, atom 32 (H): 0.37, atom 33 (H): 0.33, atom 34 (H): 0.29, atom 35 (H): 0.38, atom 36 (H): 0.30, atom 37 (H): 0.34, atom 38 (H): 0.34, atom 39 (H): 0.10, atom 40 (H): 0.39, atom 41 (H): 0.27, atom 42 (O): -0.73, atom 43 (P): 1.17, atom 44 (O): -0.33, atom 45 (C): -0.31, atom 46 (C): -0.86, atom 47 (O): -0.37, atom 48 (C): -0.29, atom 49 (C): -1.22, atom 50 (O): -0.28, atom 51 (C): -0.37, atom 52 (C): -0.88, atom 53 (H): 0.28, atom 54 (H): 0.31, atom 55 (H): 0.23, atom 56 (H): 0.28, atom 57 (H): 0.27, atom 58 (H): 0.37, atom 59 (H): 0.33, atom 60 (H): 0.29, atom 61 (H): 0.38, atom 62 (H): 0.30, atom 63 (H): 0.34, atom 64 (H): 0.33, atom 65 (H): 0.10, atom 66 (H): 0.39, atom 67 (H): 0.27

Density functional theory data (ωB97M-V with the def2-TZVPD basis set) for an isolated ion of composition C5H8NO and charge +1 in a non-equilibrium geometry.

Geometry as ORCA input:
```
! RIJCOSX wB97M-V def2-TZVPD def2/J DEFGRID3
* xyz 1 1
C 2.704 0.355 -0.186
C 1.723 -0.322 0.083
C 0.707 -1.289 0.163
C -0.811 -0.297 0.022
O -2.024 -1.076 0.156
C -0.798 1.024 -0.635
N -0.751 0.948 0.808
H 3.368 1.026 -0.503
H 0.705 -1.861 -0.740
H 0.505 -1.865 1.075
H -2.203 -1.315 -0.761
H 0.117 1.268 -1.047
H -1.759 1.160 -1.070
H 0.168 1.104 1.353
H -1.651 1.139 1.280
*
```

Properties
LUMO = -0.1192 Ha
E_HOMO = -14.37 eV
orbital gap = 11.13 eV
SMILES = C#CC[C@]1(O)C[NH2+]1

Listed below, in e, are the Mulliken charges computed for each atom: atom 1 (C): 0.08, atom 2 (C): -0.71, atom 3 (C): -0.30, atom 4 (C): 0.28, atom 5 (O): -0.46, atom 6 (C): -0.57, atom 7 (N): -0.20, atom 8 (H): 0.53, atom 9 (H): 0.32, atom 10 (H): 0.33, atom 11 (H): 0.39, atom 12 (H): 0.31, atom 13 (H): 0.34, atom 14 (H): 0.34, atom 15 (H): 0.33

no.,electronic energy (eV)
1,-155989.275
2,-166360.271
3,-8841.189